Record 1
The following is a quantum chemistry calculation of 2 unconnected molecules or ions with the total composition C4H14N2O at a distorted geometry, from the Open Molecules 2025 dataset.

## Properties
HOMO-LUMO gap (spin up / spin down) ... 0.3937 / 0.2104 hartree
Charge ... +1
Max |F| ... 3.14 eV/Å
2S+1 ... 2
LUMO level (spin up / spin down) ... -2.84 / -7.78 eV
E ... -9393.660 eV
Expectation value of S² ... 0.754

Each line ends with the Löwdin spin population.
Atoms and positions in Å:
1 C -0.28 -2.62 -0.40  0.07
2 N 0.28 -1.30 -0.70  0.68
3 C -0.43 -0.23 -0.10  0.10
4 C 0.22 1.12 -0.45  0.02
5 N 0.75 1.19 -1.77  0.01
6 C -0.25 1.52 -2.82  0.00
7 H 0.26 -3.40 -0.93  0.00
8 H -1.31 -2.68 -0.75  0.03
9 H -0.15 -2.75 0.67  0.01
10 H 0.52 -1.14 -1.68  0.02
11 H -1.42 -0.15 -0.54  0.05
12 H -0.55 -0.37 0.97  0.01
13 H -0.38 1.93 -0.02  0.00
14 H 1.04 1.23 0.28  0.00
15 H 1.48 1.89 -1.82  0.00
16 H 0.16 1.24 -3.78  0.00
17 H -1.14 0.93 -2.58  0.00
18 H -0.63 2.55 -2.72  0.00
19 H 0.06 0.91 6.23  0.00
20 H 0.97 -0.16 6.87  0.00
21 O 0.78 0.29 6.04  0.00

---

Record 2
The following is a quantum chemistry calculation of a gas-phase ion, C4H14N2O (charge +2) at a distorted geometry, from the Open Molecules 2025 dataset.

## Properties
HOMO-LUMO gap ... 0.4236 hartree
Charge ... +2
Max |F| ... 1.89 eV/Å
LUMO level ... -7.11 eV
E ... -9385.721 eV
Structure (SMILES) ... [NH3+]CC[C@@H]([NH3+])CO

Each line ends with the Löwdin charge.
Atoms and positions in Å:
1 C 0.53 0.90 -1.82  -0.16
2 O -0.38 1.76 -2.51  -0.04
3 C -0.19 0.42 -0.55  -0.25
4 C 0.68 -0.08 0.66  -0.10
5 C -0.01 -1.03 1.63  -0.11
6 N 0.29 -2.47 1.26  0.22
7 N -1.10 1.52 -0.10  0.24
8 H 1.54 1.29 -1.66  0.15
9 H 0.67 0.10 -2.55  0.14
10 H 0.02 2.63 -2.68  0.13
11 H -0.84 -0.43 -0.81  0.16
12 H 1.61 -0.51 0.28  0.14
13 H 1.04 0.87 1.07  0.14
14 H 0.25 -0.87 2.67  0.15
15 H -1.10 -0.95 1.61  0.14
16 H -0.26 -2.69 0.43  0.18
17 H 1.26 -2.67 1.04  0.18
18 H -0.05 -3.12 1.97  0.19
19 H -1.96 1.18 0.32  0.18
20 H -1.37 2.12 -0.90  0.17
21 H -0.63 2.04 0.65  0.17

---

Record 3
The following is a quantum chemistry calculation of 2 unconnected molecules or ions with the total composition C4H14N2O2 at a distorted geometry, from the Open Molecules 2025 dataset.

## Properties
HOMO-LUMO gap ... 0.3493 hartree
Charge ... 0
Max |F| ... 5.32 eV/Å
LUMO level ... 0.72 eV
E ... -11447.806 eV
Structure (SMILES) ... NCCCNCO.O

Each line ends with the Löwdin charge.
Atoms and positions in Å:
1 C -0.39 -0.36 0.93  -0.25
2 C 0.90 -0.44 0.24  -0.25
3 C 1.20 -1.82 -0.30  -0.24
4 N 0.46 -2.39 -1.52  0.00
5 N -0.46 0.54 2.13  -0.01
6 C -1.10 1.68 1.62  -0.41
7 O -0.47 2.31 0.61  -0.04
8 H -1.03 -0.13 0.04  0.13
9 H -0.84 -1.28 1.13  0.09
10 H 0.95 0.40 -0.55  0.12
11 H 1.73 -0.05 0.79  0.09
12 H 2.26 -1.68 -0.58  0.11
13 H 0.98 -2.72 0.31  0.12
14 H 0.64 -2.06 -2.42  0.02
15 H -0.52 -2.47 -1.25  0.05
16 H 0.45 0.59 2.44  0.07
17 H -2.14 1.41 1.29  0.14
18 H -1.18 2.30 2.56  0.13
19 H 0.47 2.55 0.78  0.12
20 H -0.68 1.85 -2.34  0.01
21 H -0.89 0.70 -3.28  0.00
22 O -0.34 1.05 -2.64  0.01

---

Record 4
The following is a quantum chemistry calculation of 2 unconnected molecules or ions with the total composition C4H14N2O2 at a distorted geometry, from the Open Molecules 2025 dataset.

## Properties
HOMO-LUMO gap ... 0.3543 hartree
Charge ... 0
Max |F| ... 3.22 eV/Å
LUMO level ... 0.81 eV
E ... -11449.053 eV
Structure (SMILES) ... NCCNCCO.O

Each line ends with the Löwdin charge.
Atoms and positions in Å:
1 N -0.83 0.55 2.08  -0.01
2 C -0.96 1.10 0.73  -0.24
3 C -1.72 0.07 -0.24  -0.17
4 N -0.71 -0.88 -0.78  -0.10
5 C 0.39 -0.35 -1.56  -0.24
6 C 1.28 -1.49 -2.03  -0.24
7 O 1.76 -2.17 -0.85  -0.07
8 H 0.95 -2.53 -0.48  0.06
9 H -1.71 0.22 2.45  0.06
10 H -0.23 -0.27 1.95  0.07
11 H -1.62 1.96 0.59  0.10
12 H 0.07 1.30 0.45  0.08
13 H -2.18 0.66 -1.02  0.09
14 H -2.42 -0.60 0.24  0.11
15 H -1.11 -1.76 -1.06  0.10
16 H 0.95 0.34 -0.94  0.10
17 H 0.13 0.27 -2.43  0.12
18 H 0.73 -2.09 -2.80  0.12
19 H 2.17 -1.15 -2.53  0.11
20 H 1.37 1.66 3.15  0.01
21 H 1.66 2.87 2.19  0.03
22 O 2.03 2.30 2.88  -0.08

---

Record 5
The following is a quantum chemistry calculation of 3 unconnected molecules or ions with the total composition C4H14N2O2 at a distorted geometry, from the Open Molecules 2025 dataset.

## Properties
HOMO-LUMO gap ... 0.3597 hartree
Charge ... 0
Max |F| ... 5.97 eV/Å
LUMO level ... 0.63 eV
E ... -11447.965 eV
Structure (SMILES) ... CCC/N=C\N.O.O

Each line ends with the Löwdin charge.
Atoms and positions in Å:
1 C -1.19 2.12 1.43  -0.13
2 C -0.08 2.06 0.30  -0.20
3 C -0.29 0.81 -0.62  -0.27
4 N 0.55 1.91 -3.00  0.06
5 C 1.22 0.80 -2.41  -0.29
6 N 0.93 0.25 -1.28  -0.03
7 H -0.79 2.51 2.33  0.05
8 H -1.79 2.90 1.16  0.01
9 H -1.97 1.33 1.73  0.10
10 H -0.13 3.08 -0.16  0.11
11 H 0.72 2.01 1.03  0.09
12 H -1.19 0.86 -1.37  0.13
13 H -0.44 -0.08 -0.02  0.08
14 H 0.93 2.33 -3.80  0.05
15 H -0.36 2.29 -2.63  0.10
16 H 2.23 0.43 -2.93  0.14
17 H 0.10 -5.45 0.62  0.07
18 H -0.73 -6.69 0.94  -0.05
19 O -0.53 -6.14 0.28  -0.02
20 H 0.82 -1.91 3.31  0.05
21 H 1.11 -2.57 2.09  0.03
22 O 0.89 -2.84 3.00  -0.08

---

Record 6
The following is a quantum chemistry calculation of 3 unconnected molecules or ions with the total composition C4H14N2O3 at a distorted geometry, from the Open Molecules 2025 dataset.

## Properties
HOMO-LUMO gap (spin up / spin down) ... 0.1314 / 0.2682 hartree
Charge ... -1
Max |F| ... 2.60 eV/Å
2S+1 ... 2
LUMO level (spin up / spin down) ... 3.53 / 3.49 eV
E ... -13497.239 eV
Expectation value of S² ... 0.753

Each line ends with the Löwdin spin population.
Atoms and positions in Å:
1 C 0.34 -1.77 0.62  0.04
2 C -0.42 -2.13 -0.67  0.08
3 C -0.56 -0.92 -1.56  0.47
4 O -1.50 -0.09 -1.34  0.29
5 N -0.52 -0.97 1.51  0.00
6 C 0.21 -0.05 2.39  0.00
7 N 0.81 1.13 1.78  0.00
8 H 1.26 -1.22 0.33  0.00
9 H 0.60 -2.67 1.18  0.01
10 H 0.10 -2.98 -1.19  0.01
11 H -1.43 -2.53 -0.44  0.01
12 H 0.15 -0.73 -2.38  0.04
13 H -1.23 -0.45 0.98  0.00
14 H -0.49 0.28 3.16  0.00
15 H 1.03 -0.61 2.92  0.00
16 H 1.51 0.92 1.08  0.00
17 H 0.16 1.70 1.28  0.00
18 H -1.03 1.59 -1.18  0.00
19 H -1.05 3.16 -1.38  0.00
20 O -0.57 2.44 -0.98  0.01
21 H 2.51 1.79 -1.56  0.00
22 H 1.01 1.70 -1.23  0.00
23 O 1.81 1.16 -1.33  0.01

---

Record 7
The following is a quantum chemistry calculation of a molecular structure, C4H14N2O7P2Pd at a distorted geometry, from the Open Molecules 2025 dataset.

## Properties
HOMO-LUMO gap ... 0.3029 hartree
Charge ... 0
Max |F| ... 1.02 eV/Å
LUMO level ... -0.67 eV
E ... -43752.373 eV

Each line ends with the Löwdin charge.
Atoms and positions in Å:
1 Pd 0.14 0.56 1.50  0.97
2 N 1.55 -0.08 0.20  -0.05
3 C 2.66 -1.01 0.53  -0.20
4 C 3.02 -0.95 2.01  -0.20
5 C 2.37 -2.07 2.82  -0.20
6 C 0.86 -2.16 2.65  -0.22
7 N 0.18 -0.88 2.93  -0.07
8 H 0.98 -0.42 -0.57  0.11
9 H 1.90 0.84 -0.07  0.09
10 H 3.52 -0.80 -0.11  0.12
11 H 2.32 -2.01 0.26  0.12
12 H 2.67 0.02 2.39  0.10
13 H 4.10 -0.95 2.16  0.11
14 H 2.62 -1.94 3.87  0.11
15 H 2.78 -3.04 2.53  0.12
16 H 0.47 -2.95 3.31  0.12
17 H 0.58 -2.44 1.63  0.11
18 H 0.48 -0.50 3.82  0.12
19 H -0.84 -0.99 2.96  0.09
20 O -3.98 0.97 0.75  -0.10
21 P -2.41 0.97 0.95  0.14
22 O -2.01 0.66 2.39  -0.36
23 O -1.74 0.12 -0.06  -0.33
24 O -2.07 2.55 0.74  -0.27
25 P -0.61 3.25 0.91  0.21
26 O -0.29 3.06 2.49  -0.17
27 O -0.68 4.65 0.50  -0.25
28 O 0.38 2.24 0.30  -0.39
29 H -4.42 1.73 1.16  0.09
30 H -0.78 3.69 3.02  0.09

---

Record 8
The following is a quantum chemistry calculation of 2 unconnected molecules or ions with the total composition C4H14N2P at a distorted geometry, from the Open Molecules 2025 dataset.

## Properties
HOMO-LUMO gap ... 0.3158 hartree
Charge ... +1
Max |F| ... 3.58 eV/Å
LUMO level ... -5.38 eV
E ... -16635.984 eV

Each line ends with the Löwdin charge.
Atoms and positions in Å:
1 C -0.95 2.00 -3.03  -0.14
2 C -0.37 0.63 -3.42  -0.32
3 C 0.45 0.11 -2.22  -0.41
4 C 0.61 -1.32 3.97  -0.14
5 N 0.40 -0.96 0.28  -0.22
6 N -0.34 -1.28 2.84  -0.12
7 P -0.65 -0.40 -0.76  1.09
8 H -2.00 1.99 -2.80  0.06
9 H -0.48 2.36 -2.12  0.04
10 H -0.77 2.95 -3.73  0.13
11 H -1.19 -0.05 -3.78  0.12
12 H 0.42 0.69 -4.23  0.12
13 H 0.97 -0.89 -2.29  0.09
14 H 1.18 0.86 -1.87  0.10
15 H 1.33 -0.46 4.00  0.08
16 H 1.30 -2.27 3.61  0.14
17 H 0.02 -1.27 4.88  0.08
18 H 1.33 -1.33 0.23  0.08
19 H 0.00 -1.13 1.32  0.01
20 H -0.95 -2.11 2.83  0.11
21 H -0.96 -0.49 3.14  0.11

---

Record 9
The following is a quantum chemistry calculation of 3 unconnected molecules or ions with the total composition C4H14N2S2 at a distorted geometry, from the Open Molecules 2025 dataset.

## Properties
HOMO-LUMO gap ... 0.2500 hartree
Charge ... 0
Max |F| ... 3.62 eV/Å
LUMO level ... -2.07 eV
E ... -29021.965 eV

Each line ends with the Löwdin charge.
Atoms and positions in Å:
1 C 1.69 0.75 1.59  -0.39
2 C 0.54 -0.01 2.26  -0.57
3 S 0.58 0.10 4.12  0.65
4 N 1.63 0.56 0.17  -0.04
5 H 2.69 0.47 1.98  0.11
6 H 1.60 1.84 1.81  0.11
7 H 0.60 -1.11 2.01  0.08
8 H -0.42 0.39 1.91  0.01
9 H -0.74 -0.08 4.34  -0.17
10 H 0.07 2.22 -1.28  0.21
11 H 0.70 0.93 -0.21  -0.10
12 H 1.61 -0.42 -0.04  0.05
13 C -0.51 -0.72 -2.28  -0.36
14 C -1.67 0.27 -2.05  -0.70
15 S -1.60 1.04 -0.48  0.70
16 N -0.41 -1.82 -1.26  -0.02
17 H 0.48 -0.18 -2.37  0.10
18 H -0.72 -1.15 -3.28  0.10
19 H -2.62 -0.23 -2.18  0.06
20 H -1.72 1.00 -2.90  0.08
21 H -1.10 -2.54 -1.48  0.07
22 H -0.69 -1.33 -0.38  0.02

---

Record 10
The following is a quantum chemistry calculation of 2 unconnected molecules or ions with the total composition C4H14N3 at a distorted geometry, from the Open Molecules 2025 dataset.

## Properties
HOMO-LUMO gap ... 0.3949 hartree
Charge ... +1
Max |F| ... 2.48 eV/Å
LUMO level ... -3.43 eV
E ... -8839.097 eV

Each line ends with the Löwdin charge.
Atoms and positions in Å:
1 C -1.16 2.46 -0.47  -0.16
2 C -0.07 2.49 -1.54  -0.16
3 H -2.21 2.50 -0.72  0.07
4 H -1.05 1.71 0.32  0.03
5 H -0.96 3.37 0.11  0.07
6 H -0.43 2.22 -2.55  0.07
7 H 0.19 3.51 -1.76  0.06
8 H 0.75 1.78 -1.43  0.05
9 C -1.40 -1.13 0.65  -0.03
10 C 1.02 -1.69 0.60  -0.44
11 N -0.15 -1.50 -0.03  0.04
12 N 1.75 -2.75 0.22  0.22
13 N 1.60 -0.70 1.28  0.24
14 H -0.23 -1.83 -0.98  0.16
15 H 1.27 -3.59 -0.04  0.14
16 H 2.72 -2.81 0.47  0.14
17 H 1.16 0.18 1.51  0.14
18 H 2.35 -1.00 1.89  0.14
19 H -1.12 -0.90 1.66  0.09
20 H -2.07 -1.99 0.64  0.10
21 H -1.96 -0.34 0.16  0.08

---

Record 11
The following is a quantum chemistry calculation of 2 unconnected molecules or ions with the total composition C4H14N3 at a distorted geometry, from the Open Molecules 2025 dataset.

## Properties
HOMO-LUMO gap ... 0.3213 hartree
Charge ... +1
Max |F| ... 2.25 eV/Å
LUMO level ... -4.04 eV
E ... -8838.503 eV

Each line ends with the Löwdin charge.
Atoms and positions in Å:
1 N -1.85 -1.17 -0.37  0.19
2 C -1.41 -1.15 -1.60  -0.14
3 N -0.12 -1.26 -1.97  0.19
4 H -1.26 -1.31 0.44  0.06
5 H -2.81 -0.88 -0.20  0.15
6 H -2.13 -0.88 -2.38  0.17
7 H 0.21 -1.15 -2.92  0.14
8 H 0.64 -1.25 -1.27  0.13
9 C 0.96 2.11 -0.34  -0.10
10 C 1.29 1.00 0.66  -0.33
11 N 0.06 0.63 1.37  -0.13
12 C 0.14 -0.75 1.92  -0.13
13 H 1.88 2.56 -0.79  0.09
14 H 0.39 2.94 0.10  0.09
15 H 0.44 1.61 -1.19  0.06
16 H 2.03 1.39 1.44  0.14
17 H 1.83 0.16 0.16  0.10
18 H -0.71 0.71 0.70  0.07
19 H -0.81 -0.97 2.42  0.09
20 H 0.32 -1.51 1.14  0.06
21 H 0.90 -0.81 2.69  0.09

---

Record 12
The following is a quantum chemistry calculation of a gas-phase ion, C4H14N3 (charge +1) at a distorted geometry, from the Open Molecules 2025 dataset.

## Properties
HOMO-LUMO gap ... 0.4110 hartree
Charge ... +1
Max |F| ... 4.99 eV/Å
LUMO level ... -3.04 eV
E ... -8838.323 eV
Structure (SMILES) ... CC[C@@H](N)[C@H](N)[NH3+]

Each line ends with the Löwdin charge.
Atoms and positions in Å:
1 C -2.63 -0.12 0.22  -0.09
2 C -1.16 -0.60 0.40  -0.22
3 C -0.12 0.01 -0.60  -0.28
4 C 1.46 -0.34 -0.45  -0.31
5 N -0.14 1.46 -0.42  0.00
6 N 1.66 -1.60 0.15  0.09
7 N 2.08 0.88 0.22  0.16
8 H -3.21 -0.84 0.74  0.07
9 H -2.86 0.88 0.60  0.08
10 H -3.01 -0.16 -0.80  0.08
11 H -1.13 -1.70 0.21  0.12
12 H -1.08 -0.54 1.49  0.11
13 H -0.53 -0.40 -1.54  0.16
14 H 1.96 -0.29 -1.39  0.14
15 H -1.10 1.71 0.01  0.12
16 H -0.34 1.94 -1.34  0.13
17 H 2.55 -2.10 0.31  0.12
18 H 1.09 -1.66 0.94  0.06
19 H 3.14 1.00 0.06  0.20
20 H 1.93 0.79 1.19  0.13
21 H 1.44 1.71 0.01  0.12